(1)
Entry from the Open Molecules 2025 dataset: a molecular structure, C24H29CoFN7Se (wB97M-V/def2-TZVPD).

Net charge ... -1
2S+1 ... 4
⟨S²⟩ ... 3.758
M ... 572.44 g/mol
HOMO-LUMO gap (alpha / beta) ... 0.226 / 0.233 hartree

XYZ file:
```
63
Properties=species:S:1:pos:R:3:forces:R:3
Co 0.3219 -0.1690 -0.3980 -0.1 -0.5 -0.1
C 2.6256 -1.0511 -2.2741 0.0 -0.1 0.0
C 3.0802 0.2397 -1.6125 0.1 0.0 0.0
N 1.9725 1.1682 -1.4271 0.0 0.2 -0.3
C 1.5844 1.9369 -2.5897 0.1 0.1 -0.1
C 0.5405 1.2115 -3.4167 0.1 0.1 0.1
C 0.3721 1.4249 -4.7772 0.0 0.0 0.0
C -0.6328 0.7326 -5.4311 0.0 0.1 -0.1
C -1.4343 -0.1428 -4.7191 -0.1 0.0 0.0
C -1.2040 -0.2808 -3.3603 0.0 0.1 0.1
C -2.0565 -1.1249 -2.4507 0.0 -0.1 0.0
N -1.2830 -1.6614 -1.3433 -0.2 0.0 0.0
C -0.5735 -2.9097 -1.6108 -0.1 0.1 0.1
C 0.7687 -2.6554 -2.2812 0.1 0.0 0.0
N 1.5499 -1.6895 -1.5225 0.0 0.0 0.1
N -0.2321 0.3761 -2.7403 0.0 0.1 0.0
H 2.2349 -0.8469 -3.2760 0.0 0.0 0.0
H 3.5005 -1.7024 -2.4075 0.0 0.0 0.0
H 3.4520 0.0142 -0.6156 0.1 0.0 -0.1
H 3.8877 0.6811 -2.2165 0.0 0.0 0.0
H 2.1308 1.7388 -0.6082 0.0 -0.1 0.0
H 1.1497 2.8815 -2.2524 -0.1 0.0 0.0
H 2.4389 2.1887 -3.2340 0.0 0.0 0.0
H 1.0167 2.1157 -5.3051 0.0 0.0 0.0
H -0.7973 0.8821 -6.4904 0.0 0.0 0.0
H -2.2382 -0.6874 -5.1961 0.0 0.0 0.0
H -2.8322 -0.4767 -2.0334 0.0 0.0 0.0
H -2.5630 -1.9083 -3.0322 0.0 0.0 0.0
H -1.8726 -1.7607 -0.5228 0.1 0.0 0.1
H -0.4088 -3.3926 -0.6467 0.0 0.0 0.0
H -1.1717 -3.5876 -2.2357 0.0 0.0 0.0
H 1.2875 -3.6143 -2.4178 0.0 0.0 0.0
H 0.6194 -2.2361 -3.2803 0.0 0.0 0.0
H 1.8635 -2.0418 -0.6209 0.1 -0.1 -0.1
C 0.5656 1.1002 7.0508 0.0 0.0 0.0
C 0.2807 0.4014 5.7474 0.0 0.0 -0.1
C 1.2181 -0.4252 5.1474 0.0 0.0 0.0
C 0.9765 -1.0702 3.9357 0.1 -0.1 0.0
C 2.0618 -1.9212 3.3398 0.0 0.0 0.0
C -0.2572 -0.9015 3.2924 0.0 0.1 0.1
Se -0.6423 -1.8187 1.6570 0.0 0.0 -0.1
C -1.2137 -0.0613 3.8864 -0.1 0.0 -0.1
C -2.5469 0.1852 3.2347 0.0 0.0 0.0
C -0.9326 0.5692 5.0936 0.0 0.0 0.0
H 1.6077 0.9681 7.3449 0.0 0.0 0.0
H -0.0577 0.7138 7.8614 0.0 0.0 0.0
H 0.3729 2.1726 6.9784 0.0 0.0 0.0
H 2.1821 -0.5664 5.6282 0.0 0.0 0.0
H 2.9669 -1.8519 3.9467 0.0 0.0 0.0
H 2.2734 -1.5786 2.3262 0.0 0.0 0.0
H 1.7573 -2.9689 3.2758 0.0 0.0 0.0
H -2.4221 0.4155 2.1758 0.0 0.0 0.0
H -3.0681 1.0083 3.7254 0.0 0.0 0.0
H -3.1783 -0.7062 3.2779 0.0 0.0 0.0
H -1.6830 1.2241 5.5279 0.0 0.0 0.0
F 1.9086 -0.1043 0.7264 0.0 0.0 0.4
N -1.0413 1.3622 -0.1903 -0.2 0.4 0.1
C -1.8282 2.1572 -0.4884 -0.1 0.1 0.1
C -2.7683 3.0938 -0.9419 0.1 -0.1 0.0
C -3.4756 3.9364 -0.0502 0.1 -0.1 -0.1
N -4.0568 4.6310 0.6662 0.0 0.0 0.0
C -2.9716 3.1685 -2.3419 0.0 0.0 0.2
N -3.1251 3.2139 -3.4874 0.0 0.0 -0.1
```
Positions in Å, forces in eV/Å.

***

(2)
Entry from the Open Molecules 2025 dataset: a molecular structure, C31H31IrN5O3 in a non-equilibrium geometry (wB97M-V/def2-TZVPD).

Net charge ... +2
2S+1 ... 2
⟨S²⟩ ... 0.829
M ... 713.84 g/mol
HOMO-LUMO gap (alpha / beta) ... 0.172 / 0.183 hartree

XYZ file:
```
71
Properties=species:S:1:pos:R:3:forces:R:3
Ir 0.0067 0.3647 -0.4065 -2.5 -1.3 -1.1
C -0.3088 4.0522 -1.2539 0.1 0.1 0.0
C 0.9911 4.0001 -0.5000 -0.1 -0.3 0.1
C 1.9410 4.9814 -0.7110 0.1 0.1 0.0
C 3.1042 5.0153 0.0451 0.0 0.1 0.0
C 3.3278 4.0741 1.0401 0.1 0.1 0.0
C 2.4003 3.0867 1.3098 -0.2 -0.1 0.1
C 2.6720 2.0795 2.3947 0.1 0.0 -0.1
C 1.2346 3.0424 0.5127 -0.1 0.3 -0.1
N 0.3168 1.9987 0.7138 0.4 0.2 0.0
C -0.2606 1.9183 2.0165 0.0 0.0 0.2
O -0.2817 2.8326 2.7904 0.0 0.0 -0.1
C -0.8507 0.5769 2.3179 -0.1 0.0 0.1
C -1.4252 0.1986 3.5163 0.0 0.1 -0.1
C -1.8755 -1.1118 3.6382 0.0 -0.1 0.0
C -1.7288 -2.0086 2.5836 0.0 0.1 0.1
C -1.1478 -1.5513 1.4161 0.0 0.0 0.1
N -0.7423 -0.2909 1.3173 -0.1 -0.1 0.1
C -0.8243 -2.3923 0.2206 0.6 0.0 -0.6
O -0.9896 -3.5819 0.1970 -0.2 0.2 0.1
N -0.1703 -1.6629 -0.8071 -0.2 1.5 1.9
C 0.0646 -2.2914 -1.9990 0.4 -0.8 -2.1
C -0.9951 -2.9411 -2.7246 0.7 1.0 0.6
C -2.4273 -2.9142 -2.2725 0.1 -0.1 0.0
C -0.6883 -3.4907 -3.9500 0.5 -0.1 -0.5
C 0.6043 -3.4335 -4.4671 -0.1 0.1 0.1
C 1.6360 -2.8156 -3.7577 -0.2 -0.3 -0.4
C 1.4012 -2.2444 -2.5306 -1.1 -0.2 0.8
C 2.5567 -1.8062 -1.6780 0.0 0.0 0.0
H -0.9901 4.7547 -0.7688 0.0 0.0 0.0
H -0.8007 3.0871 -1.2852 0.0 -0.1 0.0
H -0.1488 4.4023 -2.2742 0.0 0.0 0.0
H 1.7620 5.7416 -1.4608 0.0 0.0 0.0
H 3.8388 5.7898 -0.1321 0.0 0.0 0.0
H 4.2406 4.1139 1.6202 0.0 0.0 0.0
H 3.7438 1.9815 2.5538 0.0 0.0 0.0
H 2.2862 1.0864 2.1505 0.0 0.0 0.0
H 2.2236 2.3929 3.3382 0.0 0.0 0.0
H -1.5055 0.9151 4.3221 0.0 0.0 0.0
H -2.3292 -1.4406 4.5633 0.0 0.0 0.0
H -2.0432 -3.0404 2.6578 0.0 0.0 0.0
H -2.6572 -2.0289 -1.6775 0.0 0.0 0.1
H -2.6558 -3.7899 -1.6660 0.0 0.0 0.0
H -3.0880 -2.9248 -3.1377 0.0 0.0 0.0
H -1.4748 -3.9537 -4.5316 0.0 -0.1 0.0
H 0.8115 -3.8796 -5.4313 0.0 0.0 0.0
H 2.6429 -2.8315 -4.1536 0.0 0.0 0.0
H 3.4305 -1.5994 -2.2932 0.0 0.1 0.0
H 2.8198 -2.6129 -0.9894 0.0 0.0 0.0
H 2.3403 -0.9310 -1.0705 0.1 0.1 0.0
C -3.8829 2.2197 -1.4332 0.0 -0.1 0.1
C -2.6667 1.4137 -1.7577 0.0 0.6 -1.1
O -2.1355 0.7126 -0.8653 1.6 -0.4 1.1
N -2.1935 1.4524 -3.0007 -0.1 0.0 0.4
C -1.1586 0.5521 -3.4904 0.1 -0.1 0.0
C 0.2448 1.0928 -3.3872 0.0 0.0 0.0
C 0.8777 1.5768 -4.5183 0.0 0.0 0.0
C 2.1743 2.0610 -4.4362 0.0 0.0 0.0
C 2.8110 2.0403 -3.2095 0.0 0.0 0.0
C 2.1257 1.5480 -2.1174 -0.1 0.0 0.0
N 0.8675 1.0807 -2.1902 0.0 0.1 0.0
H -4.6727 1.5387 -1.1146 0.0 0.0 0.0
H -4.2373 2.8087 -2.2757 0.0 0.0 0.0
H -3.6570 2.8765 -0.5936 0.0 0.0 0.0
H -2.6621 2.0509 -3.6631 0.0 0.0 0.0
H -1.3748 0.3443 -4.5370 0.0 0.0 0.0
H -1.2458 -0.3867 -2.9481 0.0 -0.1 0.0
H 0.3525 1.5651 -5.4638 0.0 0.0 0.0
H 2.6754 2.4425 -5.3156 0.0 0.0 0.0
H 3.8209 2.4032 -3.0844 0.0 0.0 0.0
H 2.5914 1.5258 -1.1410 0.0 0.0 0.0
```
Positions in Å, forces in eV/Å.

***

(3)
Entry from the Open Molecules 2025 dataset: a single C3H4O3 molecule (wB97M-V/def2-TZVPD).

M ... 88.06 g/mol
Energy above the lowest of the compared OMol25 structures with the same formula, charge and spin ... 108.90 kcal per mole
HOMO-LUMO gap ... 0.357 hartree

XYZ file:
```
10
Properties=species:S:1:pos:R:3:forces:R:3
C -0.3477 1.1130 0.2804 0.0 0.0 0.1
C 0.1374 -0.1157 0.1222 -0.2 0.5 0.1
C 0.5160 -0.9474 1.3098 0.2 0.2 0.2
O 0.9397 -0.4599 2.3325 -0.1 -0.3 -0.6
O 0.1060 -0.7546 -1.0906 -0.3 0.0 0.1
O -0.3822 0.2232 -2.0406 0.2 -0.8 -0.2
H -0.1572 1.6638 1.1861 -0.3 -0.2 0.3
H -0.9784 1.5202 -0.4942 0.4 0.4 0.0
H 0.2713 -2.0284 1.2535 0.2 0.2 -0.2
H -0.1048 -0.2143 -2.8591 0.0 0.0 0.1
```
Positions in Å, forces in eV/Å.

***

(4)
Entry from the Open Molecules 2025 dataset: a single C5H8 molecule in a non-equilibrium geometry (wB97M-V/def2-TZVPD).

M ... 68.12 g/mol
Energy above the lowest of the compared OMol25 structures with the same formula, charge and spin ... 68.74 kcal per mole
HOMO-LUMO gap ... 0.369 hartree

XYZ file:
```
13
Properties=species:S:1:pos:R:3:forces:R:3
C 1.4371 0.5903 -0.2880 1.7 3.2 2.2
C 0.4559 -0.1269 0.4750 -0.9 -3.4 -2.6
C -0.2782 -1.0849 -0.8118 -0.5 0.1 2.3
C -1.4086 -0.5730 -0.3361 -1.1 0.2 0.2
C -0.9485 0.4089 0.7160 -0.4 -0.4 -0.1
H 1.6342 1.3993 0.6066 1.1 -0.9 -2.7
H 1.0563 1.0615 -1.2073 0.1 0.0 0.5
H 2.2404 -0.1380 -0.5321 0.0 1.1 0.3
H 0.9268 -0.6053 1.3526 -0.5 -0.3 -0.6
H -0.2074 -1.8079 -1.6723 0.6 0.6 1.3
H -2.4375 -0.8265 -0.5212 -0.4 0.1 -0.6
H -1.1407 1.4710 0.4870 0.3 -0.3 -0.1
H -1.3161 0.2137 1.7295 0.0 0.0 -0.1
```
Positions in Å, forces in eV/Å.